Record 1
Formula: C2H9N5
Source: the Open Molecules 2025 dataset
Level of theory: ωB97M-V with the def2-TZVPD basis set

```
16
Properties=species:S:1:pos:R:3:nbo_charge:R:1
H 1.23296 2.33579 -1.28609 0.442
H -2.02941 -0.44893 2.52573 0.319
N 0.50418 -1.94527 -1.26644 -0.646
C -1.97105 0.35937 1.66983 -0.483
H -1.91569 1.41949 2.09962 0.294
N -0.67976 0.22235 1.04891 0.002
N 1.29920 0.31475 -1.26397 -0.338
H -0.28791 -2.57771 -0.97967 0.474
N -0.58275 -0.47949 0.04597 -0.020
H 1.99044 -0.00957 -2.00080 0.441
H 1.10680 -2.23302 -1.94175 0.441
H -2.83143 0.05114 1.08879 0.301
H 0.17400 0.53507 1.48477 0.447
N 1.34722 1.50307 -0.57647 -0.685
H 2.10271 1.67130 0.11859 0.420
C 0.54048 -0.71836 -0.76703 0.593
```

Output
Strongest force on any atom (eV/A): 4.6
Total energy (eV): -9649.281
Energy above the lowest of the compared OMol25 structures with the same formula, charge and spin (kcal per mole): 98.4
HOMO energy (spin up / spin down) (eV): -19.51 / -19.51
Total charge: +2
HOMO-LUMO gap (spin up / spin down) (eV): 8.14 / 8.14
Spin multiplicity: 1

Record 2
Formula: C2H11NO3
Source: the Open Molecules 2025 dataset
Level of theory: ωB97M-V with the def2-TZVPD basis set

```
17
Properties=species:S:1:pos:R:3:nbo_charge:R:1
H 0.63407 -1.65751 0.25661 0.461
C 1.23450 0.41688 1.08132 -0.140
H 1.68093 0.15704 2.02862 0.248
H -3.19941 -0.90927 0.31174 0.497
N 1.29364 0.24732 -1.32015 -0.579
H 0.22322 0.79223 1.07903 0.225
H -1.75563 -0.84212 0.83242 0.494
H -0.49190 -2.65096 0.10242 0.496
O -1.23181 1.70177 -1.00041 -0.967
H 1.87445 0.47644 -2.12567 0.428
H -1.11239 2.36438 -0.30563 0.475
H 0.40008 0.77075 -1.41487 0.461
H 2.95565 0.03122 -0.19893 0.242
O -2.48986 -0.29901 0.54423 -0.979
C 1.90290 0.30523 -0.11869 0.067
H -1.77344 1.09024 -0.45938 0.511
O -0.14499 -1.99461 0.70733 -0.940
```

Output
Strongest force on any atom (eV/A): 2.8
Total energy (eV): -9876.656
Energy above the lowest of the compared OMol25 structures with the same formula, charge and spin (kcal per mole): 0.0
HOMO energy (spin up / spin down) (eV): -15.28 / -15.28
Total charge: +1
HOMO-LUMO gap (spin up / spin down) (eV): 11.06 / 7.38
Spin multiplicity: 2
⟨S²⟩: 0.765

Record 3
Formula: C5H9N3
Source: the Open Molecules 2025 dataset
Level of theory: ωB97M-V with the def2-TZVPD basis set

```
17
Properties=species:S:1:pos:R:3:nbo_charge:R:1
H -1.83425 0.92420 -1.24798 0.236
N -0.30589 -1.20181 -1.41627 -0.710
C -0.74182 0.37627 0.50150 -0.214
H 3.11357 0.41088 -0.91720 0.397
H 1.24886 -1.35963 1.39368 0.397
H 0.18373 2.37648 0.95496 0.245
C 0.33699 1.37914 0.56864 -0.469
C 0.09910 -0.91775 -0.25052 0.440
H -0.05265 -2.14031 -1.72817 0.326
C -2.01031 0.83580 -0.17621 -0.615
C 1.46039 0.98305 -0.01290 0.466
N 2.67799 0.92064 -0.15685 -0.666
H 1.11420 -2.63103 0.25668 0.385
H -2.81418 0.11813 -0.02720 0.216
N 0.74360 -1.76650 0.62366 -0.844
H -0.91769 -0.13100 1.45054 0.199
H -2.30163 1.82344 0.18364 0.211
```

Output
Strongest force on any atom (eV/A): 3.9
Total energy (eV): -9798.378
SMILES string: [H]/N=C(\N)[C@H](C)C=C=N
Energy above the lowest of the compared OMol25 structures with the same formula, charge and spin (kcal per mole): 71.2
HOMO energy (eV): -8.13
Total charge: 0
HOMO-LUMO gap (eV): 8.39
Spin multiplicity: 1

Record 4
Formula: C2H3NO
Source: the Open Molecules 2025 dataset
Level of theory: ωB97M-V with the def2-TZVPD basis set

```
7
Properties=species:S:1:pos:R:3:nbo_charge:R:1
N 0.17562 0.79790 1.21334 -0.628
H 0.60021 -0.04602 1.55995 0.364
H -0.32310 -0.83083 -1.79695 0.162
C -0.33669 0.88698 0.11766 0.001
H -1.04585 1.65628 -0.08579 0.172
O 0.87360 -1.49882 -0.17981 -0.477
C 0.05620 -0.96547 -0.82841 0.407
```

Output
Strongest force on any atom (eV/A): 5.8
Total energy (eV): -5656.502
Energy above the lowest of the compared OMol25 structures with the same formula, charge and spin (kcal per mole): 78.5
HOMO energy (eV): -8.03
Total charge: 0
HOMO-LUMO gap (eV): 8.25
Spin multiplicity: 1

Record 5
Formula: C4H10N2O
Source: the Open Molecules 2025 dataset
Level of theory: ωB97M-V with the def2-TZVPD basis set

```
17
Properties=species:S:1:pos:R:3:nbo_charge:R:1
C -0.60283 -0.54809 0.00694 0.545
H -2.72382 -0.36438 -0.71230 0.397
H 0.04935 -2.12339 0.62845 0.525
H 0.80807 1.96721 0.30125 0.221
H 2.22678 -0.42404 -1.17232 0.178
C 1.97721 -1.25473 -0.50120 -0.414
H -0.68721 2.24482 1.21112 0.212
C -0.81876 0.71998 -0.33766 -0.029
H -0.57074 2.81040 -0.45430 0.227
C -0.28109 1.99746 0.22256 -0.636
H 1.34376 -0.10304 1.06556 0.371
H -2.82138 0.90970 0.46268 0.364
O -1.03557 -1.77864 0.22396 -0.709
H 1.58878 -2.07153 -1.11796 0.196
N -2.31319 0.46895 -0.29852 -0.888
N 0.97124 -0.84436 0.47690 -0.756
H 2.88940 -1.60632 -0.00518 0.196
```

Output
Strongest force on any atom (eV/A): 8.3
Total energy (eV): -9333.365
SMILES string: CN/C(O)=C(\C)N
Energy above the lowest of the compared OMol25 structures with the same formula, charge and spin (kcal per mole): 129.7
HOMO energy (eV): -7.45
Total charge: 0
HOMO-LUMO gap (eV): 8.34
Spin multiplicity: 1

Record 6
Formula: CsF
Source: the Open Molecules 2025 dataset
Level of theory: ωB97M-V with the def2-TZVPD basis set

```
2
Properties=species:S:1:pos:R:3:nbo_charge:R:1
Cs -0.41491 1.43109 -0.01410 0.999
F 0.41491 -1.43109 0.01410 0.002
```

Output
Strongest force on any atom (eV/A): 0.3
Total energy (eV): -3256.572
Energy above the lowest of the compared OMol25 structures with the same formula, charge and spin (kcal per mole): 0.0
HOMO energy (spin up / spin down) (eV): -20.81 / -19.93
Total charge: +1
HOMO-LUMO gap (spin up / spin down) (eV): 16.73 / 10.82
Spin multiplicity: 2
⟨S²⟩: 0.752